Formula: C12H16N2O4
Source: the OMol25 dataset
Level of theory: ωB97M-V with the def2-TZVPD basis set

For the gap between HOMO and LUMO, the calculation gives 8.9 eV. The total energy comes out at -23871.6677 eV. The energy above the lowest of the compared OMol25 structures with the same formula, charge and spin is 82.1 kcal/mol. Its spin multiplicity is 1. The calculation puts the highest occupied orbital energy at -8.44 eV. The charge is 0. As for the SMILES: C[C@H](NC(=O)[C@@H](N)Cc1ccc(O)cc1)C(=O)O.

```
34
Properties=species:S:1:pos:R:3:forces:R:3
O -2.69493 3.75044 1.83401 -2.3 0.4 2.6
O 2.38103 -1.94510 -2.34906 1.5 -0.7 -1.7
O -0.45078 -0.51567 1.84524 -0.2 -1.6 -1.1
O 1.75242 -0.97633 2.05823 -0.8 -0.6 -0.3
N 1.08495 -2.47058 -0.60035 1.9 -0.2 -2.2
N 2.65988 0.72795 -1.58172 -1.7 -0.3 3.4
C 0.67768 -1.27643 1.59487 2.1 0.9 1.8
C -0.01624 2.59563 -0.23043 0.0 -1.4 -1.3
C -0.66058 1.52264 -0.95341 2.0 -0.1 1.4
C -2.03578 2.87790 1.08308 -1.9 -1.3 -3.3
C 1.47248 -0.08962 -1.15264 0.1 2.1 -1.6
C 0.15246 0.60036 -1.84618 1.3 -0.7 1.0
C -2.72211 1.91123 0.31562 3.0 0.0 0.5
C -1.92737 1.17075 -0.58087 -0.2 1.3 0.8
C 1.72266 -1.53199 -1.45611 -2.9 -0.2 2.2
C -0.74846 3.20496 0.71925 0.8 3.1 2.8
C -0.08027 -3.79877 1.12308 1.2 -0.6 -1.6
C 0.26695 -2.34884 0.55178 1.3 -0.6 2.6
H -0.38608 4.12660 1.32701 -0.1 -1.7 -1.2
H 1.43733 -3.36431 -0.99122 -0.8 0.3 1.2
H -0.65241 -4.19462 0.21242 0.0 0.0 2.0
H 1.45522 -0.04501 -0.08500 -0.3 0.6 0.6
H -3.55517 3.37623 2.21089 1.9 0.6 -1.0
H -2.23225 0.23777 -0.91925 -1.1 -1.4 -1.0
H 0.60720 1.26099 -2.56560 0.1 -0.1 -0.8
H 0.82399 -4.49998 1.18275 -0.6 1.4 -0.5
H -3.72502 1.65848 0.47227 -1.4 -0.3 0.4
H 3.43563 0.19307 -1.28112 1.3 -0.3 0.5
H 2.76976 0.76155 -2.52979 -0.2 0.0 -3.2
H -0.43889 -3.96155 2.17023 -0.7 0.9 -1.3
H -0.42187 -0.20274 -2.33103 -0.1 0.5 0.1
H -0.52715 -1.69660 0.47248 -3.4 -0.4 -2.4
H -0.45763 0.04110 2.60763 0.8 0.6 0.9
H 1.03336 2.90051 -0.32707 -0.5 -0.4 -0.5
```
Forces are in eV/Å.

=====

Formula: C7H7IN3
Source: the OMol25 dataset
Level of theory: ωB97M-V with the def2-TZVPD basis set

For the gap between HOMO and LUMO, the calculation gives 7.8 eV. The total energy comes out at -19932.5665 eV. The energy above the lowest of the compared OMol25 structures with the same formula, charge and spin is 0.0 kcal/mol. Its spin multiplicity is 1. The calculation puts the highest occupied orbital energy at -12.14 eV. The charge is +1.

```
18
Properties=species:S:1:pos:R:3:forces:R:3
I 0.25428 -3.69574 -2.95272 0.1 -0.3 -0.3
N -0.03278 -0.21699 0.05354 1.4 1.7 0.1
N 2.01562 -0.18922 -0.75523 -0.6 -1.3 -0.5
N -1.72252 -2.10737 -1.13490 2.6 -2.4 -3.0
C -2.19363 -1.25991 -0.23708 -2.7 1.5 2.6
C -1.36312 -0.38927 0.38954 -1.5 -0.2 0.8
C 1.95716 0.87622 0.11069 -4.7 1.3 0.3
C 0.86359 -0.92958 -0.78019 -0.1 0.2 -0.3
C 0.58976 0.95623 0.49673 4.3 0.4 1.5
C -0.89457 -2.63029 -1.79005 -1.6 1.5 1.6
C 0.15790 2.07957 1.44752 -0.1 -0.6 0.2
H 1.02622 2.53184 2.00395 -0.9 -1.1 -0.3
H 2.77155 -0.41066 -1.42690 -0.7 0.1 1.1
H -1.79124 0.23471 1.28969 1.1 -1.2 -2.2
H -0.71112 1.86830 2.10829 0.9 -0.1 -0.1
H -0.16618 2.89422 0.85324 -0.6 0.9 -0.8
H 2.55380 1.75403 0.30611 0.9 -0.6 -0.4
H -3.31474 -1.36610 0.01777 2.2 0.3 -0.3
```
Forces are in eV/Å.